The following is a quantum chemistry calculation of an isolated molecule of C7H9F, from the OMol25 dataset.

Results
- SMILES = CC#C[C@H]1[C@@H](C)[C@@H]1F
- spin multiplicity = 1
- strongest force on any atom (eV Å⁻¹) = 6.683
- HOMO level (eV) = -9.1612
- energy (Ha) = -371.79139
- energy relative to the best compared isomer or geometry (same formula, charge and spin) (kJ/mol) = 431.47
- LUMO energy (eV) = 0.90

Geometry (Å):
C (-3.658, -0.300, 0.190)
C (-2.268, -0.439, -0.161)
C (-0.995, -0.322, -0.241)
C (0.515, -0.517, -0.410)
C (1.315, 0.788, -0.376)
C (0.556, 1.933, 0.109)
C (1.666, -0.404, 0.539)
H (-4.215, -1.293, 0.170)
H (-4.007, 0.159, 1.143)
H (-4.424, 0.308, -0.441)
H (0.917, -1.242, -1.178)
H (1.880, 1.357, -1.177)
H (1.158, 2.753, 0.621)
H (-0.015, 1.681, 1.052)
H (-0.195, 2.508, -0.718)
H (1.380, -0.191, 1.732)
F (2.749, -1.164, 0.099)


The following is a quantum chemistry calculation of an isolated molecule of C7H9F, from the OMol25 dataset.

Results
- spin multiplicity = 1
- strongest force on any atom (eV Å⁻¹) = 4.366
- HOMO level (eV) = -7.9118
- energy (Ha) = -371.83641
- energy relative to the best compared isomer or geometry (same formula, charge and spin) (kJ/mol) = 313.26
- LUMO energy (eV) = 0.79

Geometry (Å):
C (0.971, 0.953, 0.346)
C (1.113, 0.042, -0.696)
C (-0.093, 0.967, 1.090)
C (0.074, -0.829, -0.909)
C (-1.145, -0.512, -0.218)
C (-0.546, 1.837, 2.161)
C (0.264, -2.047, -1.789)
F (-1.754, -1.531, 0.313)
H (1.735, 1.728, 0.627)
H (1.988, 0.067, -1.293)
H (-1.764, 0.158, -0.732)
H (-1.395, 2.500, 1.770)
H (0.199, 2.552, 2.564)
H (-0.856, 1.292, 3.029)
H (-0.181, -2.912, -1.375)
H (1.380, -2.130, -1.948)
H (0.011, -2.136, -2.939)


The following is a quantum chemistry calculation of an isolated molecule of C7H9N, from the OMol25 dataset.

Results
- SMILES = CNc1ccccc1
- spin multiplicity = 1
- strongest force on any atom (eV Å⁻¹) = 18.064
- HOMO level (eV) = -8.0299
- energy (Ha) = -326.68874
- energy relative to the best compared isomer or geometry (same formula, charge and spin) (kJ/mol) = 530.96
- LUMO energy (eV) = 1.03

Geometry (Å):
C (0.811, 2.520, 0.237)
C (-0.034, 0.217, 0.360)
C (-0.393, -0.860, 1.229)
C (-0.656, -2.166, 0.717)
C (-0.539, -2.298, -0.651)
C (-0.170, -1.232, -1.413)
C (0.077, -0.073, -1.029)
H (0.975, 3.354, 0.964)
H (0.405, 2.816, -0.763)
H (1.850, 1.951, -0.128)
H (-0.355, 1.704, 1.506)
H (-0.694, -0.658, 2.033)
H (-0.837, -2.661, 1.479)
H (-0.725, -3.320, -1.144)
H (-0.166, -1.500, -2.606)
H (0.208, 0.737, -1.807)
N (0.242, 1.469, 1.016)


The following is a quantum chemistry calculation of an isolated molecule of C7H9N, from the OMol25 dataset.

Results
- SMILES = C1=CC2C=CCN2C1
- spin multiplicity = 1
- strongest force on any atom (eV Å⁻¹) = 8.993
- HOMO level (eV) = -8.1166
- energy (Ha) = -326.68060
- energy relative to the best compared isomer or geometry (same formula, charge and spin) (kJ/mol) = 552.33
- LUMO energy (eV) = 1.05

Geometry (Å):
C (-0.414, -0.513, -1.582)
C (-0.401, -1.769, -0.696)
C (-0.585, -1.509, 0.558)
C (-0.761, 0.028, 0.960)
C (0.617, 0.448, 1.587)
C (1.367, 1.196, 0.683)
C (0.514, 1.419, -0.513)
H (-1.122, -0.367, -2.449)
H (0.677, -0.622, -2.112)
H (-0.098, -2.621, -1.415)
H (-0.223, -2.217, 1.491)
H (-1.846, 0.210, 1.054)
H (0.874, 0.341, 2.490)
H (2.597, 1.418, 0.636)
H (0.029, 2.521, -0.405)
H (1.002, 1.784, -1.504)
N (-0.559, 0.535, -0.538)


The following is a quantum chemistry calculation of an isolated molecule of C7H9N, from the OMol25 dataset.

Results
- SMILES = c1cc2n(c1)CCC2
- spin multiplicity = 1
- strongest force on any atom (eV Å⁻¹) = 5.131
- HOMO level (eV) = -8.1094
- energy (Ha) = -326.76921
- energy relative to the best compared isomer or geometry (same formula, charge and spin) (kJ/mol) = 319.68
- LUMO energy (eV) = 1.02

Geometry (Å):
C (1.833, -0.057, -0.318)
C (1.010, 1.247, 0.306)
C (-0.326, 0.689, -0.062)
C (-1.606, 1.187, -0.048)
C (-2.398, 0.045, 0.073)
C (-1.715, -1.135, 0.082)
C (1.083, -1.155, 0.312)
H (1.764, 0.097, -1.520)
H (3.006, -0.099, -0.311)
H (1.205, 1.487, 1.426)
H (1.406, 2.209, -0.255)
H (-2.140, 2.073, -0.115)
H (-3.447, -0.249, -0.069)
H (-1.952, -2.107, -0.471)
H (1.149, -2.091, -0.478)
H (1.447, -1.456, 1.391)
N (-0.320, -0.684, 0.057)


The following is a quantum chemistry calculation of the ion C7H9N2 with charge +1, from the OMol25 dataset.

Results
- spin multiplicity = 1
- strongest force on any atom (eV Å⁻¹) = 3.639
- charge = +1
- HOMO level (eV) = -15.0085
- energy (Ha) = -381.18104
- energy relative to the best compared isomer or geometry (same formula, charge and spin) (kJ/mol) = 584.59
- LUMO energy (eV) = -5.56

Geometry (Å):
C (-0.938, 2.079, 0.895)
C (-3.277, -1.025, 0.697)
C (0.224, 1.119, 0.730)
C (-1.018, 0.748, -1.366)
C (-1.109, -0.526, -0.497)
C (1.211, -1.049, 0.411)
C (-0.133, -0.389, 0.675)
N (-2.395, -0.740, -0.003)
N (-0.717, 1.693, -0.290)
H (-1.618, 2.768, 1.502)
H (-0.338, 0.537, -2.178)
H (-2.014, 1.181, -1.718)
H (-0.958, -1.347, -1.074)
H (1.139, -2.055, 0.276)
H (2.000, -0.950, 1.092)
H (1.689, -0.833, -0.601)
H (1.317, 1.235, 0.894)
H (-0.715, -0.538, 1.650)